{"formula": "C24H53F2NO16", "method": "ωB97M-V/def2-TZVPD", "homo_lumo_gap_ev": 8.377, "e_above_lowest_kj_mol": 484.4, "mol_weight_da": 649.67, "symbols": ["N", "H", "H", "H", "H", "O", "H", "C", "C", "O", "C", "O", "O", "F", "H", "H", "H", "C", "C", "O", "C", "O", "O", "F", "H", "H", "H", "C", "O", "C", "C", "O", "C", "C", "O", "C", "H", "H", "H", "H", "H", "H", "H", "H", "H", "H", "H", "H", "H", "H", "C", "O", "C", "C", "O", "C", "C", "O", "C", "H", "H", "H", "H", "H", "H", "H", "H", "H", "H", "H", "H", "H", "H", "C", "O", "C", "C", "O", "C", "C", "O", "C", "H", "H", "H", "H", "H", "H", "H", "H", "H", "H", "H", "H", "H", "H"], "positions_angstrom": [[-52.7318, -4.2545, 58.6522], [-53.2137, -3.6425, 57.8074], [-53.1101, -5.2280, 58.7773], [-52.8634, -3.8544, 59.5263], [-51.6641, -4.1285, 58.4551], [-52.2411, -5.7360, 61.0755], [-53.1468, -5.9798, 61.1429], [-50.9522, -4.5791, 63.9259], [-51.5521, -3.3797, 63.2715], [-50.4578, -2.4695, 63.2654], [-49.3568, -2.9340, 63.7585], [-48.2608, -2.4239, 63.6593], [-49.5729, -4.1557, 64.1719], [-52.6249, -2.9176, 63.9348], [-50.8238, -5.4977, 63.3086], [-51.3299, -4.8021, 64.9194], [-51.7337, -3.7151, 62.2634], [-49.6509, -7.6767, 60.7935], [-50.8770, -8.6509, 60.6681], [-50.4695, -9.9565, 61.0623], [-49.0698, -9.9136, 61.0966], [-48.4122, -10.9242, 61.2575], [-48.6110, -8.6626, 60.7866], [-51.4790, -8.6443, 59.5442], [-49.8996, -7.1281, 61.9156], [-49.8556, -6.9146, 60.2383], [-51.8288, -8.1907, 61.2487], [-55.2324, -3.2844, 60.6861], [-55.3337, -3.9512, 59.4288], [-56.0722, -5.1260, 59.3834], [-56.0481, -5.6874, 57.9702], [-54.8769, -5.7562, 57.6682], [-54.6539, -6.3266, 56.4241], [-53.2036, -6.7912, 56.2920], [-52.2865, -5.6853, 56.5352], [-50.8865, -6.1830, 56.7911], [-54.7252, -2.4653, 60.6985], [-54.9543, -3.9427, 61.5039], [-56.2462, -2.8324, 61.0124], [-57.1246, -5.2094, 59.7598], [-55.4841, -5.8425, 59.9567], [-56.4922, -4.9222, 57.3708], [-56.6312, -6.5139, 57.9691], [-54.7774, -5.6684, 55.5615], [-55.3775, -7.0561, 56.1400], [-52.9862, -7.1114, 55.3339], [-52.9488, -7.7201, 56.7845], [-50.4805, -6.6111, 55.8889], [-50.7048, -6.6715, 57.8077], [-50.2968, -5.2935, 56.7998], [-49.1162, -3.9286, 60.1901], [-49.8005, -2.9899, 59.4412], [-50.1036, -1.8288, 60.1441], [-50.6939, -0.8271, 59.0671], [-51.7436, -1.0946, 58.5677], [-52.3565, -0.2119, 57.5549], [-53.7664, -0.6631, 57.2307], [-53.5846, -1.9566, 56.4033], [-54.8795, -2.5069, 56.2745], [-48.1134, -4.2439, 59.4957], [-49.7919, -4.5631, 60.5425], [-48.5581, -3.5526, 61.0562], [-49.2122, -1.4214, 60.5586], [-50.6385, -1.9916, 60.8213], [-49.9792, -0.5494, 58.2114], [-50.9992, 0.0722, 59.5443], [-51.7756, -0.2397, 56.7319], [-52.4306, 0.8914, 58.0293], [-53.9920, 0.2714, 56.5947], [-54.5782, -0.6416, 58.0278], [-55.5427, -1.9587, 55.6587], [-55.3631, -2.6395, 57.0186], [-54.7634, -3.3769, 55.7900], [-61.5449, -5.5070, 66.7271], [-60.1927, -5.2639, 66.4920], [-59.3733, -5.8069, 67.5336], [-58.0971, -4.8993, 67.5799], [-57.5379, -4.9598, 66.5170], [-56.2626, -4.3864, 66.4614], [-55.5729, -4.5340, 65.1883], [-55.0902, -5.9453, 65.0622], [-54.6156, -6.2133, 63.7128], [-61.5264, -6.7431, 66.6533], [-62.1889, -5.3368, 65.8349], [-62.0047, -5.5058, 67.5554], [-59.2043, -6.9573, 67.4806], [-59.7461, -5.4782, 68.5907], [-57.4082, -5.2558, 68.4450], [-58.3188, -3.8078, 67.9773], [-55.5092, -4.6571, 67.2509], [-56.4842, -3.4752, 66.5705], [-54.8161, -3.9786, 65.2821], [-55.9155, -4.1337, 64.2875], [-54.1488, -7.0534, 63.6525], [-54.0435, -5.3182, 63.4221], [-55.3356, -6.3489, 62.8626]], "lowdin_charge": [0.244, 0.182, 0.110, 0.040, 0.149, -0.392, -0.147, -0.014, -0.315, 0.138, -0.642, 0.132, 0.077, 0.090, 0.122, 0.142, 0.121, -0.039, -0.421, 0.120, -0.474, 0.143, 0.064, 0.095, 0.189, 0.020, 0.175, -0.058, -0.183, -0.175, -0.362, -0.088, -0.138, -0.157, -0.217, -0.033, 0.015, 0.078, 0.127, 0.151, 0.124, 0.137, 0.114, 0.128, 0.129, 0.096, 0.124, 0.083, 0.108, 0.063, -0.097, -0.178, -0.114, -0.346, -0.121, -0.111, -0.110, -0.140, -0.109, 0.171, 0.012, 0.084, 0.138, -0.007, 0.160, 0.113, 0.088, 0.180, 0.141, 0.150, 0.104, -0.025, 0.057, -0.122, -0.183, -0.168, -0.412, -0.048, -0.144, -0.134, -0.139, -0.079, 0.133, 0.101, -0.008, 0.156, 0.141, 0.145, 0.159, 0.174, 0.067, 0.043, 0.120, 0.016, 0.067, 0.098]}

=====

{"formula": "C24H53MnN6O6", "method": "ωB97M-V/def2-TZVPD", "charge": 1, "homo_lumo_gap_ev": [5.933, 5.952], "e_above_lowest_kj_mol": 0.0, "spin_multiplicity": 6, "mol_weight_da": 576.66, "symbols": ["Mn", "C", "C", "C", "C", "C", "C", "N", "O", "C", "C", "C", "H", "H", "H", "H", "H", "H", "H", "H", "H", "H", "H", "H", "H", "H", "H", "H", "H", "H", "C", "C", "O", "N", "C", "H", "H", "H", "H", "H", "H", "H", "C", "C", "O", "N", "C", "H", "H", "H", "H", "H", "H", "H", "C", "C", "O", "N", "C", "H", "H", "H", "H", "H", "H", "H", "C", "C", "O", "N", "C", "H", "H", "H", "H", "H", "H", "H", "C", "C", "O", "N", "C", "H", "H", "H", "H", "H", "H", "H"], "positions_angstrom": [[-25.7500, 11.1775, 12.8389], [-25.7052, 14.1090, 8.6759], [-26.7226, 12.9612, 8.8859], [-27.4137, 12.6735, 7.5453], [-26.6430, 11.6713, 6.6856], [-26.1461, 10.4635, 7.4656], [-25.3192, 10.8721, 8.6804], [-26.1152, 11.7965, 9.4614], [-25.8337, 11.9042, 10.8250], [-23.9305, 11.3831, 8.2604], [-25.0715, 9.6095, 9.4942], [-27.7747, 13.4987, 9.8329], [-26.1984, 15.0413, 8.4041], [-24.9701, 13.8287, 7.9225], [-25.1704, 14.2521, 9.6206], [-27.3767, 13.6109, 6.9831], [-28.4673, 12.4048, 7.6368], [-25.8032, 12.2142, 6.2329], [-27.2357, 11.3564, 5.8214], [-25.6108, 9.7944, 6.7881], [-27.0265, 9.9353, 7.8482], [-23.2754, 10.5873, 7.8944], [-23.4407, 11.8819, 9.0992], [-23.9827, 12.1033, 7.4383], [-24.3293, 9.7775, 10.2688], [-24.6967, 8.8333, 8.8167], [-25.9770, 9.2136, 9.9583], [-28.3346, 14.2845, 9.3157], [-27.3556, 13.8742, 10.7559], [-28.5054, 12.7226, 10.0815], [-25.1329, 10.9244, 17.1896], [-25.7307, 10.1243, 16.0627], [-25.7464, 10.4999, 14.9026], [-26.1972, 8.9086, 16.3939], [-26.6988, 7.9896, 15.3996], [-24.4997, 11.7292, 16.8383], [-24.5644, 10.2675, 17.8504], [-25.9259, 11.3438, 17.8160], [-26.1972, 8.6022, 17.3492], [-26.1734, 8.1414, 14.4577], [-27.7581, 8.1387, 15.1801], [-26.5442, 6.9662, 15.7329], [-22.8523, 13.5743, 14.8251], [-23.0654, 13.1568, 13.3921], [-23.9009, 12.3077, 13.0920], [-22.3329, 13.7853, 12.4412], [-22.3980, 13.4191, 11.0471], [-22.2934, 14.4948, 14.9484], [-22.3791, 12.7390, 15.3491], [-23.8370, 13.6534, 15.2908], [-21.5715, 14.3753, 12.7276], [-21.3942, 13.3339, 10.6271], [-22.9096, 14.1817, 10.4530], [-22.9391, 12.4885, 10.9070], [-29.8825, 9.5391, 12.6310], [-28.6598, 10.1164, 12.0068], [-27.5878, 10.1525, 12.6470], [-28.7540, 10.5449, 10.7711], [-29.9239, 10.3689, 9.9307], [-29.7093, 9.3334, 13.6807], [-30.1663, 8.6311, 12.0904], [-30.7528, 10.1969, 12.5626], [-27.9094, 11.0031, 10.3731], [-30.1227, 9.3195, 9.7177], [-29.7751, 10.9404, 9.0242], [-30.8062, 10.8035, 10.4134], [-24.3191, 7.1946, 11.9406], [-23.8313, 8.4116, 12.7108], [-24.4103, 9.4992, 12.6603], [-22.6684, 8.2740, 13.3821], [-22.0182, 9.3983, 14.0379], [-25.3584, 7.3638, 11.6772], [-24.2943, 6.3077, 12.5771], [-23.6774, 7.0735, 11.0734], [-22.3218, 7.3535, 13.5815], [-22.3485, 9.4954, 15.0762], [-22.2502, 10.3241, 13.5237], [-20.9442, 9.2238, 14.0202], [-26.0798, 15.1299, 12.9317], [-26.6520, 14.0953, 13.8427], [-26.6447, 12.8993, 13.5163], [-27.2066, 14.4858, 15.0098], [-27.2628, 15.8165, 15.5825], [-25.4649, 14.6379, 12.1824], [-25.5048, 15.9005, 13.4460], [-26.9051, 15.6327, 12.4191], [-27.6294, 13.7397, 15.5409], [-27.0851, 16.5874, 14.8422], [-26.5425, 15.9339, 16.3962], [-28.2513, 15.9704, 16.0152]], "lowdin_charge": [0.861, -0.022, -0.529, -0.127, -0.176, -0.138, -0.520, -0.183, -0.287, -0.017, -0.049, -0.032, 0.083, 0.066, 0.061, 0.117, 0.105, 0.105, 0.112, 0.123, 0.118, 0.087, 0.057, 0.065, 0.062, 0.092, 0.082, 0.096, 0.057, 0.064, 0.026, -0.500, -0.004, 0.032, -0.042, 0.068, 0.088, 0.094, 0.141, 0.073, 0.086, 0.091, 0.029, -0.502, -0.028, 0.040, -0.054, 0.083, 0.090, 0.078, 0.139, 0.095, 0.086, 0.062, 0.013, -0.502, -0.049, 0.045, -0.052, 0.079, 0.098, 0.090, 0.115, 0.094, 0.075, 0.090, 0.022, -0.490, -0.037, 0.034, -0.041, 0.083, 0.086, 0.095, 0.140, 0.087, 0.071, 0.090, 0.018, -0.474, -0.034, 0.038, -0.060, 0.077, 0.087, 0.106, 0.148, 0.080, 0.088, 0.091]}